Entry 1:
{"formula": "C3H4NO", "method": "ωB97M-V with the def2-TZVPD basis set", "elements": ["C", "C", "C", "N", "O", "H", "H", "H", "H"], "xyz": [[0.791, -0.914, -0.003], [-0.786, -0.908, 0.001], [0.035, 1.135, 0.000], [1.137, 0.301, 0.008], [-1.140, 0.286, -0.001], [1.444, -1.767, -0.015], [-1.487, -1.730, 0.032], [-0.017, 1.813, 0.868], [0.023, 1.784, -0.890]], "e_tot_ha": -246.3678, "e_above_lowest_kcal_mol": 15.2, "charge": 1, "homo_ha": -0.6331, "max_force_ev_per_a": 3.07, "homo_lumo_gap_ev": 10.37}


Entry 2:
{"formula": "C4H6O2", "method": "ωB97M-V with the def2-TZVPD basis set", "elements": ["O", "C", "C", "C", "C", "O", "H", "H", "H", "H", "H", "H"], "xyz": [[1.786, -0.027, 1.230], [1.873, 0.190, 0.048], [0.678, -0.613, -0.488], [-0.645, -0.493, 0.316], [-1.495, 0.684, 0.121], [-1.781, -0.536, -0.542], [2.275, 1.193, -0.298], [0.945, -1.673, -0.567], [0.489, -0.131, -1.424], [-0.780, -1.070, 1.238], [-2.221, 0.984, 0.877], [-1.124, 1.491, -0.512]], "e_tot_ha": -306.3852, "e_above_lowest_kcal_mol": 76.0, "smiles": "O=CC[C@H]1CO1", "charge": 0, "homo_ha": -0.3533, "max_force_ev_per_a": 4.39, "homo_lumo_gap_ev": 10.12}


Entry 3:
{"formula": "C8H12N3O", "method": "ωB97M-V with the def2-TZVPD basis set", "elements": ["C", "C", "C", "C", "N", "N", "C", "N", "C", "C", "C", "O", "H", "H", "H", "H", "H", "H", "H", "H", "H", "H", "H", "H"], "xyz": [[0.485, -0.284, -1.869], [0.144, 0.073, -0.463], [-1.330, 0.009, -0.086], [-1.929, -0.197, 1.176], [-3.231, -0.110, 1.130], [-3.502, -0.005, -0.225], [-2.401, 0.046, -0.969], [0.790, -0.902, 0.461], [2.203, -0.468, 0.668], [2.179, 0.995, 0.969], [0.855, 1.529, 0.508], [0.368, 2.640, 0.587], [1.513, 0.054, -2.165], [-0.250, -0.247, -2.664], [0.637, -1.347, -1.762], [-1.391, -0.142, 2.168], [-4.375, -0.259, -0.573], [-2.443, 0.200, -2.121], [0.880, -1.852, 0.175], [0.268, -0.768, 1.377], [2.624, -0.775, -0.312], [2.687, -1.002, 1.442], [3.026, 1.615, 0.467], [2.192, 1.198, 2.083]], "e_tot_ha": -551.2112, "e_above_lowest_kcal_mol": 63.6, "smiles": "C[C@@]1(c2cn[nH]c2)[NH2+]CCC1=O", "charge": 1, "homo_ha": -0.4676, "max_force_ev_per_a": 4.06, "homo_lumo_gap_ev": 9.29}


Entry 4:
{"formula": "C5H12N", "method": "ωB97M-V with the def2-TZVPD basis set", "elements": ["C", "C", "C", "C", "C", "N", "H", "H", "H", "H", "H", "H", "H", "H", "H", "H", "H", "H"], "xyz": [[-1.109, 1.075, 2.071], [-0.331, 0.139, 1.480], [-0.712, -0.706, 0.227], [0.656, -1.287, -0.308], [0.893, -0.536, -1.646], [0.536, 1.054, -1.332], [-1.606, 1.782, 1.338], [-1.268, 1.122, 3.148], [0.332, -0.447, 2.143], [-1.476, -1.468, 0.442], [-1.138, -0.280, -0.641], [0.552, -2.393, -0.414], [1.424, -1.017, 0.420], [0.143, -0.719, -2.396], [1.913, -0.429, -1.900], [0.638, 1.313, -0.389], [0.781, 1.776, -1.922], [-0.424, 1.268, -1.449]], "e_tot_ha": -252.1140, "e_above_lowest_kcal_mol": 73.5, "smiles": "C=CCCC[NH3+]", "charge": 1, "homo_ha": -0.4916, "max_force_ev_per_a": 3.71, "homo_lumo_gap_ev": 9.84}


Entry 5:
{"formula": "C4H6N2O2", "method": "ωB97M-V with the def2-TZVPD basis set", "elements": ["N", "C", "O", "N", "C", "C", "C", "O", "H", "H", "H", "H", "H", "H"], "xyz": [[2.096, 1.199, -0.406], [1.316, 0.251, 0.307], [1.427, -0.298, 1.490], [0.141, 0.033, -0.347], [-0.205, -1.254, -0.602], [-0.972, -0.606, 0.502], [-2.202, 0.260, 0.199], [-2.255, 1.542, 0.360], [3.146, 1.744, -0.135], [1.414, 1.710, -0.959], [-0.686, -1.595, -1.540], [0.680, -1.984, -0.519], [-0.685, -0.516, 1.614], [-3.215, -0.487, 0.036]], "e_tot_ha": -415.8608, "e_above_lowest_kcal_mol": 112.8, "smiles": "NC(=O)N1C[C@@H]1C=O", "charge": 0, "homo_ha": -0.3580, "max_force_ev_per_a": 6.84, "homo_lumo_gap_ev": 9.90}


Entry 6:
{"formula": "C66H145F3N12O2", "method": "ωB97M-V with the def2-TZVPD basis set", "elements": ["C", "C", "C", "C", "N", "H", "H", "H", "H", "H", "H", "H", "C", "C", "C", "C", "N", "H", "H", "H", "H", "H", "H", "H", "C", "C", "C", "C", "N", "H", "H", "H", "H", "H", "H", "H", "C", "C", "C", "C", "N", "H", "H", "H", "H", "H", "H", "H", "C", "C", "C", "C", "N", "H", "H", "H", "H", "H", "H", "H", "C", "C", "N", "C", "C", "C", "C", "H", "H", "H", "H", "H", "H", "H", "H", "H", "H", "H", "H", "H", "H", "H", "C", "C", "N", "C", "C", "C", "C", "H", "H", "H", "H", "H", "H", "H", "H", "H", "H", "H", "H", "H", "H", "H", "C", "C", "N", "C", "C", "C", "C", "H", "H", "H", "H", "H", "H", "H", "H", "H", "H", "H", "H", "H", "H", "H", "C", "C", "N", "C", "C", "C", "C", "H", "H", "H", "H", "H", "H", "H", "H", "H", "H", "H", "H", "H", "H", "H", "C", "C", "N", "C", "C", "C", "C", "H", "H", "H", "H", "H", "H", "H", "H", "H", "H", "H", "H", "H", "H", "H", "C", "C", "N", "C", "C", "C", "C", "H", "H", "H", "H", "H", "H", "H", "H", "H", "H", "H", "H", "H", "H", "H", "C", "C", "N", "C", "C", "C", "C", "H", "H", "H", "H", "H", "H", "H", "H", "H", "H", "H", "H", "H", "H", "H", "C", "C", "O", "C", "O", "C", "F", "F", "F", "H", "H", "H", "H", "H"], "xyz": [[23.916, 19.329, 22.018], [24.019, 18.400, 20.825], [22.689, 17.978, 20.123], [21.973, 19.142, 19.585], [21.391, 19.919, 18.964], [23.436, 20.310, 21.782], [24.953, 19.498, 22.396], [23.264, 18.795, 22.759], [24.683, 17.572, 21.088], [24.635, 18.950, 20.111], [22.122, 17.450, 20.860], [22.885, 17.333, 19.227], [18.852, 19.216, 12.998], [18.958, 19.116, 14.479], [20.206, 19.744, 14.991], [21.458, 18.949, 14.633], [22.355, 18.326, 14.260], [18.582, 20.271, 12.767], [18.143, 18.502, 12.582], [19.852, 19.054, 12.601], [18.784, 18.069, 14.817], [18.200, 19.704, 14.910], [20.209, 19.914, 16.033], [20.305, 20.716, 14.565], [16.639, 20.701, 22.384], [16.460, 19.233, 22.410], [17.482, 18.534, 23.269], [18.805, 18.639, 22.761], [19.853, 18.637, 22.251], [16.433, 21.037, 23.385], [15.933, 21.194, 21.741], [17.653, 20.969, 22.097], [16.362, 18.837, 21.361], [15.456, 19.034, 22.850], [17.227, 17.489, 23.300], [17.546, 18.830, 24.299], [18.583, 23.353, 14.598], [17.421, 23.142, 15.568], [16.207, 24.132, 15.352], [15.854, 24.238, 13.953], [15.612, 24.302, 12.846], [18.239, 23.261, 13.569], [19.316, 22.573, 14.794], [19.048, 24.360, 14.641], [17.607, 23.111, 16.653], [16.968, 22.203, 15.307], [16.489, 25.149, 15.660], [15.349, 23.807, 15.952], [20.206, 24.513, 18.971], [20.316, 22.998, 18.936], [19.404, 22.414, 20.003], [17.963, 22.695, 19.708], [16.839, 22.888, 19.640], [20.664, 24.833, 19.887], [19.162, 24.935, 18.810], [20.812, 25.007, 18.153], [21.334, 22.796, 19.187], [20.041, 22.510, 18.025], [19.668, 22.873, 20.935], [19.565, 21.369, 20.104], [12.846, 18.336, 20.498], [11.910, 19.537, 20.636], [11.821, 20.121, 21.954], [10.522, 20.814, 22.110], [9.392, 19.865, 22.507], [12.993, 20.865, 22.388], [13.231, 20.711, 23.874], [12.414, 17.452, 20.959], [13.842, 18.473, 20.859], [12.930, 18.176, 19.424], [12.233, 20.318, 19.880], [10.876, 19.359, 20.415], [10.664, 21.561, 22.847], [10.187, 21.352, 21.170], [9.124, 19.241, 21.676], [9.595, 19.319, 23.433], [8.546, 20.514, 22.718], [12.949, 21.945, 22.172], [13.832, 20.498, 21.835], [14.228, 21.081, 24.162], [13.136, 19.648, 24.098], [12.520, 21.202, 24.518], [11.056, 20.591, 16.517], [12.398, 19.922, 16.860], [13.067, 19.398, 15.689], [13.429, 20.457, 14.779], [14.698, 20.193, 13.885], [12.393, 18.262, 15.185], [12.256, 17.101, 16.199], [10.804, 21.278, 17.298], [10.228, 19.859, 16.490], [11.026, 21.005, 15.536], [13.087, 20.654, 17.303], [12.177, 19.150, 17.573], [13.565, 21.380, 15.394], [12.671, 20.667, 13.992], [14.636, 20.914, 13.093], [14.641, 19.205, 13.495], [15.665, 20.288, 14.429], [11.402, 18.436, 14.745], [13.064, 17.885, 14.367], [11.519, 17.289, 17.028], [11.756, 16.283, 15.676], [13.273, 16.793, 16.566], [11.064, 16.087, 11.503], [12.549, 16.595, 11.703], [13.426, 15.546, 12.119], [14.681, 16.128, 12.579], [15.538, 15.227, 13.457], [13.707, 14.505, 11.159], [14.351, 14.876, 9.825], [11.078, 15.388, 10.683], [10.404, 16.969, 11.383], [10.807, 15.525, 12.407], [12.926, 17.136, 10.853], [12.522, 17.360, 12.450], [15.286, 16.609, 11.831], [14.435, 16.922, 13.246], [16.402, 15.831, 13.776], [14.840, 15.037, 14.249], [15.915, 14.323, 12.981], [12.791, 14.051, 10.824], [14.294, 13.710, 11.685], [13.754, 15.650, 9.294], [14.339, 14.007, 9.186], [15.325, 15.294, 9.899], [13.609, 23.281, 18.813], [13.151, 24.642, 18.312], [13.045, 24.720, 16.900], [13.441, 25.948, 16.234], [12.393, 27.105, 16.289], [11.814, 24.221, 16.347], [11.642, 24.171, 14.838], [14.297, 22.862, 18.103], [12.830, 22.505, 18.902], [14.023, 23.277, 19.834], [12.304, 25.046, 18.885], [13.986, 25.291, 18.521], [14.397, 26.264, 16.624], [13.628, 25.820, 15.171], [12.143, 27.334, 17.356], [12.862, 28.045, 15.957], [11.443, 26.948, 15.754], [10.993, 24.842, 16.716], [11.677, 23.223, 16.807], [12.528, 23.655, 14.341], [11.374, 25.135, 14.324], [10.775, 23.548, 14.603], [16.824, 9.523, 19.625], [16.287, 10.895, 19.246], [14.879, 11.061, 19.595], [14.536, 11.102, 21.002], [13.246, 10.378, 21.355], [14.097, 11.927, 18.718], [14.407, 13.473, 18.603], [17.899, 9.613, 19.610], [16.580, 8.809, 18.877], [16.541, 9.300, 20.638], [16.981, 11.728, 19.677], [16.358, 11.141, 18.127], [15.396, 10.737, 21.667], [14.498, 12.222, 21.320], [12.898, 10.524, 22.358], [12.379, 10.757, 20.810], [13.305, 9.343, 21.158], [13.043, 11.897, 18.917], [14.244, 11.513, 17.714], [15.493, 13.514, 18.427], [14.175, 14.072, 19.511], [13.981, 13.890, 17.707], [17.012, 12.672, 23.478], [17.502, 14.120, 23.553], [16.643, 15.143, 22.967], [15.371, 15.128, 23.788], [14.488, 16.367, 23.477], [16.430, 14.910, 21.517], [17.718, 15.119, 20.749], [17.742, 11.938, 23.815], [16.657, 12.381, 22.539], [16.143, 12.499, 24.097], [17.643, 14.409, 24.530], [18.459, 14.153, 22.987], [15.638, 15.076, 24.897], [14.698, 14.250, 23.707], [15.036, 17.229, 23.892], [13.520, 16.367, 23.999], [14.287, 16.664, 22.427], [15.968, 13.938, 21.203], [15.745, 15.732, 21.269], [17.600, 15.276, 19.687], [18.214, 16.005, 21.129], [18.380, 14.206, 20.851], [15.831, 19.989, 18.556], [16.874, 19.524, 17.541], [17.580, 18.286, 17.634], [18.464, 18.183, 18.774], [19.559, 17.142, 18.624], [16.643, 17.130, 17.601], [15.787, 17.057, 16.358], [15.340, 20.840, 18.086], [16.233, 20.434, 19.475], [14.968, 19.399, 18.752], [16.302, 19.415, 16.641], [17.613, 20.360, 17.429], [18.906, 19.132, 19.030], [17.810, 18.030, 19.686], [19.195, 16.175, 18.332], [20.185, 17.554, 17.857], [20.137, 17.045, 19.567], [15.960, 17.220, 18.463], [17.132, 16.179, 17.761], [15.229, 16.122, 16.459], [16.365, 16.932, 15.415], [15.097, 17.817, 16.235], [19.850, 15.423, 13.413], [19.227, 14.997, 14.758], [18.281, 13.894, 14.432], [17.605, 13.335, 15.438], [17.504, 13.728, 16.586], [16.941, 12.004, 15.050], [16.711, 11.845, 13.745], [17.825, 10.985, 15.488], [15.827, 11.810, 15.708], [20.633, 16.109, 13.624], [19.154, 15.918, 12.728], [20.394, 14.569, 12.963], [18.708, 15.729, 15.394], [20.006, 14.609, 15.376]], "e_tot_ha": -3708.6428, "charge": 0, "homo_ha": -0.2899, "max_force_ev_per_a": 3.58, "homo_lumo_gap_ev": 8.51}


Look up the charge of the first one. +1


Number 2 is which compound? C4H6O2


Which value of charge does entry 3 give? +1